This record from the OMol25 dataset describes one molecule with the formula C14H14O2S2 at a distorted geometry. The level of theory is ωB97M-V/def2-TZVPD.

```
32
Properties=species:S:1:pos:R:3:forces:R:3
O -3.2448 1.1149 -0.0064 1.18 -1.57 -0.15
S -2.9066 0.3542 -1.2114 -3.77 3.21 -0.55
O -3.8701 0.7223 -2.2855 2.33 -1.85 1.02
C -2.8813 -1.4231 -0.9398 2.18 -0.58 -0.17
C -1.8866 -1.8595 0.1385 0.50 -0.27 0.46
C -2.2117 -1.7238 1.4951 -0.46 0.60 0.51
C -1.3260 -2.0268 2.5361 1.33 -0.54 -1.53
C -0.0322 -2.5056 2.1770 -1.15 0.40 -0.74
C 0.3191 -2.7204 0.8301 -1.04 0.50 0.46
C -0.6315 -2.4147 -0.1711 0.36 -0.06 0.11
S -1.0178 0.8563 -1.8044 0.49 -0.07 0.01
C -0.2767 1.3608 -0.1920 -0.07 -0.43 0.32
C 1.1866 1.6573 -0.4197 1.65 -0.25 0.79
C 2.1882 1.1502 0.4571 0.27 0.47 -0.86
C 3.5733 1.4685 0.3241 -2.05 0.54 -0.17
C 3.9438 2.3781 -0.6504 -1.26 -0.02 -1.33
C 2.9770 2.8605 -1.5884 -0.37 -0.81 1.27
C 1.6125 2.4986 -1.4517 0.74 0.31 -0.21
H -2.5673 -1.8923 -1.8906 -0.35 0.45 0.25
H -3.8681 -1.7173 -0.7061 -1.23 -0.11 0.24
H -3.1869 -1.2870 1.7364 0.30 -0.20 -0.02
H -1.5593 -1.9024 3.5856 -0.23 0.09 -0.15
H 0.6828 -2.6928 2.9463 0.38 -0.18 0.41
H 1.3214 -3.0895 0.5844 -0.55 0.11 -0.03
H -0.3631 -2.6308 -1.2053 -0.11 0.25 0.12
H -0.4683 0.5821 0.5674 0.39 0.15 -0.48
H -0.7978 2.2383 0.1706 -0.16 0.24 -0.19
H 1.8684 0.5037 1.2498 -0.06 -0.33 0.33
H 4.3138 1.1058 1.0151 -0.03 -0.26 0.18
H 4.9787 2.6431 -0.7495 0.28 0.23 -0.12
H 3.2794 3.5155 -2.3944 0.00 0.01 0.05
H 0.8513 2.8759 -2.1467 0.50 0.01 0.16
```
Forces are in eV/Å.

E_tot = -40509.7573 eV
LUMO = 0.022 Eh
Max |F| = 4.98 eV/A
2S+1 = 1
HOMO level = -9.3865 eV
Frontier orbital gap = 0.3670 hartree



This record from the OMol25 dataset describes CH4Br2OSi as an isolated structure at a distorted geometry. The level of theory is ωB97M-V/def2-TZVPD.

```
9
Properties=species:S:1:pos:R:3:forces:R:3
C 2.7047 0.3944 0.7035 -2.08 -1.50 -3.79
O -0.8616 -0.1975 0.1883 -0.93 -0.04 0.65
Si -2.0109 -0.0794 1.2023 1.03 0.32 0.23
Br 4.1658 -0.7511 0.4657 0.85 -1.21 -0.37
Br 2.7262 1.7979 -0.6208 -0.16 0.17 0.14
H 1.7138 -0.1224 0.6212 1.08 0.41 0.07
H 2.9055 0.7513 1.6015 0.22 2.13 3.91
H -2.0202 -0.7208 2.5504 0.06 -0.19 -0.41
H -3.1067 0.9098 1.2097 -0.06 -0.08 -0.43
```
Forces are in eV/Å.

E_tot = -151110.6194 eV
LUMO = -0.032 Eh
Max |F| = 4.58 eV/A
2S+1 = 1
HOMO level = -9.8746 eV
Frontier orbital gap = 0.3310 hartree



This record from the OMol25 dataset describes C36H30BrF3IN5O3S3SbTi as an isolated structure at a distorted geometry. The level of theory is ωB97M-V/def2-TZVPD.

```
84
Properties=species:S:1:pos:R:3:forces:R:3
Ti 10.7328 11.6975 10.4919 1.97 0.61 0.23
C 7.6533 6.4435 13.3266 -0.06 -0.87 -0.82
C 7.1745 6.9487 11.9940 -0.04 0.17 1.05
C 6.5923 6.1239 11.0316 -0.26 0.22 0.12
C 5.9941 6.7067 9.9216 -0.05 -0.92 0.04
C 6.1236 8.0593 9.7242 0.51 0.76 0.26
C 6.9144 8.7548 10.6702 -0.68 0.80 -0.46
N 7.3156 8.2740 11.8507 -0.02 -0.17 -1.75
Sb 7.4207 10.7972 10.0666 -0.68 -0.23 0.43
C 8.8020 10.2079 8.5476 -1.12 -0.44 -0.72
C 8.2053 9.5001 7.4621 0.38 1.13 0.73
C 8.9358 9.3206 6.3153 0.77 -0.08 1.04
C 10.2533 9.7499 6.3191 0.05 0.66 0.56
C 10.7682 10.4589 7.4062 -0.07 -0.22 0.27
C 12.1598 10.9724 7.5234 -0.36 1.08 0.05
N 10.0200 10.7246 8.5102 0.03 -0.76 -0.43
C 9.9412 13.4825 9.7450 -0.87 -0.57 0.22
C 9.1067 14.4846 9.2803 0.34 0.48 -0.08
C 9.5762 15.7773 9.3353 0.37 0.02 0.31
C 10.8526 16.0233 9.8388 0.44 0.57 0.15
C 11.6499 14.9808 10.2818 0.07 0.10 0.59
C 13.0208 15.1853 10.8532 0.20 0.97 0.40
N 11.1296 13.7493 10.2675 -0.10 -0.24 -0.86
H 7.7133 7.2319 14.0450 0.31 0.60 0.27
H 8.6158 5.9497 13.1832 0.15 0.19 0.20
H 6.9773 5.7029 13.7176 -0.35 -0.45 0.14
H 6.5080 5.0555 11.2038 0.11 0.14 0.01
H 5.4428 6.0770 9.2233 0.08 0.19 0.11
H 5.6332 8.5568 8.8658 0.50 -0.26 0.64
H 7.1562 9.2454 7.4510 0.02 -0.20 0.36
H 8.5333 8.7662 5.5074 -0.32 -0.23 -0.82
H 10.8602 9.5980 5.4592 0.52 -0.10 -0.46
H 12.7319 10.9428 6.6153 0.00 0.22 -0.64
H 12.7326 10.4056 8.2310 0.09 -0.33 0.59
H 12.0715 12.0165 7.9237 0.45 -0.76 -0.48
H 8.1192 14.3353 8.9021 -0.45 -0.49 -0.17
H 8.9429 16.5859 9.0173 -0.07 0.31 -0.09
H 11.2533 17.0380 9.9459 -0.26 -0.35 -0.24
H 13.6013 15.8408 10.1711 -0.17 -0.40 0.49
H 13.5630 14.2749 11.0857 -0.13 0.05 -0.57
H 12.9700 15.6814 11.8510 -0.17 0.03 -0.73
C 12.1620 14.5642 14.4170 -1.31 -0.43 -0.76
C 10.7225 14.8165 13.9360 0.80 -0.57 0.60
C 10.1545 16.0869 14.1978 0.96 -0.57 -0.04
C 8.9416 16.3589 13.6901 -0.33 0.32 -0.19
C 8.2203 15.3512 13.0041 -0.35 0.98 0.20
C 6.8953 15.6198 12.5759 -0.39 -0.36 -0.28
C 6.1252 14.5821 12.1183 0.66 -0.01 0.30
C 6.7233 13.3036 12.0274 -0.09 -0.12 0.04
C 8.0368 13.0402 12.3110 -0.11 0.19 -0.07
S 8.7279 11.3863 12.0525 -0.25 0.44 0.11
C 8.8266 14.0941 12.8742 -0.35 -0.40 -0.04
N 10.0746 13.8534 13.3204 0.53 0.03 0.06
H 12.2095 13.8618 15.2329 -0.24 -0.52 0.21
H 12.6069 15.4605 14.7889 0.37 0.75 -0.05
H 12.7049 14.1399 13.5798 0.32 -0.02 0.05
H 10.7821 16.7542 14.7698 -0.31 0.41 -0.05
H 8.5176 17.3421 13.8101 -0.29 0.14 0.03
H 6.4920 16.6311 12.6455 0.15 -0.25 0.11
H 5.0786 14.6850 11.8670 0.05 0.14 -0.07
H 6.1095 12.4799 11.7188 -0.34 -0.12 -0.13
F 13.2785 9.0917 12.1594 0.50 0.46 0.06
C 14.0241 10.1655 12.4283 -0.45 -0.38 0.52
F 14.0528 10.2495 13.7975 0.68 0.21 -1.49
F 15.2245 9.9680 11.8583 -0.04 -0.07 0.98
S 13.4105 11.7340 11.6592 -0.99 -0.74 1.07
O 14.4306 12.6837 11.9509 0.63 0.00 -0.10
O 13.1412 11.3176 10.2995 0.28 0.25 -1.34
O 12.1060 12.0405 12.2516 -0.28 -0.11 0.72
S 10.7331 7.0446 11.1377 0.18 -0.80 0.19
C 10.9235 8.6174 11.1523 -0.73 0.77 -0.63
N 10.9674 9.7914 11.0461 -0.41 -0.91 0.16
Br 11.4759 8.6459 18.4560 0.13 0.18 -0.19
C 9.6785 8.8450 17.8908 0.64 -0.38 0.61
C 8.7297 8.3231 18.7667 -0.41 0.61 -0.49
C 7.3867 8.3975 18.4325 0.20 0.12 0.04
C 7.0262 8.9772 17.2156 -0.74 -0.61 -0.02
C 8.0078 9.4462 16.3471 -1.25 -0.15 0.11
C 9.3288 9.4133 16.6781 1.30 0.04 -0.27
I 10.6422 10.1802 15.1702 -0.22 -0.32 0.81
H 8.9910 7.9235 19.7293 0.39 -0.16 0.05
H 6.6954 7.9875 19.1719 -0.16 0.24 -0.55
H 5.9683 8.9594 16.9052 0.65 0.22 0.14
H 7.7725 9.8058 15.3694 -0.49 0.27 -0.38
```
Forces are in eV/Å.

E_tot = -199868.0795 eV
LUMO (alpha / beta) = -0.008 / -0.007 Eh
Max |F| = 2.07 eV/A
2S+1 = 2
HOMO level (alpha / beta) = -7.7339 / -8.0118 eV
⟨S²⟩ = 0.7542
Frontier orbital gap (alpha / beta) = 0.2761 / 0.2878 hartree



This record from the OMol25 dataset describes one molecule with the formula HN3O5 at a distorted geometry. The level of theory is ωB97M-V/def2-TZVPD.

```
9
Properties=species:S:1:pos:R:3:forces:R:3
O -0.7391 1.8064 -0.5976 -1.09 2.06 -1.42
N 0.2673 1.4703 -0.1275 -0.51 -3.13 1.16
O 1.2481 1.9493 0.2752 1.31 1.30 -0.18
N 0.2003 -0.0071 0.2578 4.33 -1.99 0.90
O 1.5645 -0.7528 -0.0634 -4.13 -1.34 0.86
N -0.9586 -0.7279 0.0975 -1.32 1.19 -1.05
O -1.9596 -0.1366 0.4244 0.09 -0.06 0.43
O -0.9056 -1.8249 -0.3685 0.73 -1.47 -0.11
H 1.2827 -1.7767 0.1021 0.59 3.44 -0.60
```
Forces are in eV/Å.

E_tot = -14713.5425 eV
LUMO = -0.034 Eh
Max |F| = 4.85 eV/A
2S+1 = 1
HOMO level = -11.3257 eV
Frontier orbital gap = 0.3823 hartree



This record from the OMol25 dataset describes a 2-piece molecular cluster, C5H10O overall. The level of theory is ωB97M-V/def2-TZVPD.

```
16
Properties=species:S:1:pos:R:3:forces:R:3
O -0.0744 0.8386 -0.8908 0.02 0.10 -0.08
C -0.9103 -0.2202 -0.5243 -0.30 -0.22 -0.13
C -1.6331 -0.2128 0.7985 0.09 0.08 0.19
C -2.3591 0.1427 -0.4719 -0.19 0.06 -0.10
H 0.8020 0.8027 -0.4727 -0.48 -0.37 0.04
H -0.6958 -1.2082 -0.9422 0.24 0.34 0.01
H -1.8917 -1.1564 1.2771 0.23 0.19 -0.11
H -1.3877 0.6002 1.4730 -0.09 -0.07 -0.04
H -3.1027 -0.5482 -0.8604 0.20 0.08 0.06
H -2.5852 1.1910 -0.6343 0.07 -0.12 0.01
C 2.5901 -0.3434 0.3419 0.06 -0.04 0.24
C 1.9946 0.2824 1.3531 0.17 -0.18 0.01
H 3.5376 -0.0094 -0.0718 -0.27 0.15 -0.14
H 2.1532 -1.2433 -0.0857 0.21 -0.01 0.18
H 1.1311 -0.1648 1.8401 -0.06 0.27 -0.22
H 2.3472 1.2368 1.7367 0.11 -0.26 0.08
```
Forces are in eV/Å.

E_tot = -7392.4888 eV
LUMO = 0.043 Eh
Max |F| = 0.61 eV/A
2S+1 = 1
HOMO level = -9.7500 eV
Frontier orbital gap = 0.4009 hartree



This record from the OMol25 dataset describes C27H24CdCl2N5O7Si as an isolated structure. The level of theory is ωB97M-V/def2-TZVPD.

```
67
Properties=species:S:1:pos:R:3:forces:R:3
Cd -0.4417 -0.2512 0.1852 0.01 0.33 0.01
O 2.3244 -2.6238 -6.9428 -0.07 0.06 0.00
N 1.4748 -1.8649 -6.5170 0.06 0.06 -0.35
O 0.8150 -1.1141 -7.2149 0.06 -0.06 0.10
C 1.2099 -1.8807 -5.0795 -0.04 0.03 0.24
C 1.4237 -3.0573 -4.4584 0.04 -0.10 -0.08
C 1.1235 -3.2196 -3.0765 -0.03 -0.01 0.15
C 1.2792 -4.4421 -2.3960 0.01 -0.02 0.00
C 0.9278 -4.5215 -1.0762 0.03 -0.02 -0.03
C 0.4062 -3.3818 -0.4421 0.03 -0.03 -0.08
N 0.2694 -2.2292 -1.0649 -0.14 -0.14 0.06
C 0.6305 -2.1310 -2.3525 0.03 0.09 0.00
C 0.4891 -0.8408 -3.0064 0.00 0.01 0.01
N 0.1066 0.1890 -2.2348 -0.01 0.00 0.01
C -0.0696 1.3714 -2.7743 0.07 -0.05 0.00
C 0.1502 1.6082 -4.1352 0.01 0.02 -0.04
C 0.5602 0.5770 -4.9399 0.01 -0.03 0.02
C 0.7401 -0.7062 -4.3848 -0.03 0.06 0.05
H 1.8058 -3.8931 -5.0289 -0.01 0.01 0.02
H 1.6728 -5.3017 -2.9251 0.00 0.00 0.00
H 1.0359 -5.4391 -0.5157 0.00 0.00 0.00
H 0.0780 -3.4081 0.5909 0.00 0.03 0.00
H -0.3963 2.1614 -2.1066 -0.01 -0.01 0.01
H -0.0005 2.5988 -4.5414 0.01 0.00 0.00
H 0.7394 0.7435 -5.9890 -0.01 -0.01 -0.03
O 3.6314 -2.8696 4.2034 0.00 -0.02 0.02
C 2.8482 -2.3408 3.4501 0.05 0.00 0.01
C 1.3628 -2.6019 3.3630 -0.05 -0.13 -0.06
O 0.7378 -3.4379 3.9978 -0.02 0.06 0.04
C 0.8588 -1.7021 2.3357 0.04 0.13 -0.19
C 1.9218 -0.9848 1.7170 -0.17 -0.10 0.09
O 1.7616 -0.1961 0.7310 0.05 0.06 0.00
C 3.1877 -1.3054 2.3962 -0.01 0.11 0.03
O 4.2919 -0.8444 2.1831 0.03 -0.02 -0.06
O -0.3706 -1.6052 1.9540 0.06 -0.14 0.14
C 0.6654 2.5524 2.8569 0.00 -0.03 0.00
C -0.6515 2.7752 2.1748 -0.05 0.07 -0.01
C -1.4840 3.8429 2.4764 -0.01 0.00 -0.02
C -2.7044 3.9268 1.8060 0.01 -0.01 0.00
C -3.0696 2.9805 0.8760 0.01 -0.03 0.02
C -2.1805 1.9106 0.6043 0.15 0.03 -0.01
N -0.9946 1.8668 1.2647 -0.04 -0.14 -0.07
N -2.3623 0.8939 -0.2631 -0.06 -0.08 -0.04
Si -3.6129 0.7087 -1.4244 0.05 0.06 -0.03
C -3.0456 -0.5713 -2.6820 0.04 -0.03 0.05
C -5.2389 0.1560 -0.6664 -0.01 0.02 0.04
C -3.9516 2.3039 -2.3827 -0.02 -0.02 -0.02
H 1.0002 3.4437 3.3859 -0.01 0.01 0.00
H 1.4189 2.2427 2.1323 0.00 0.00 0.00
H 0.5673 1.7366 3.5769 0.01 0.00 0.00
H -1.1925 4.5780 3.2136 0.00 0.00 0.00
H -3.3812 4.7458 2.0236 0.00 0.00 0.00
H -4.0229 3.0408 0.3695 -0.01 -0.01 0.00
H -2.4320 -1.3311 -2.1905 -0.03 0.00 -0.05
H -2.4538 -0.1115 -3.4792 -0.01 -0.02 0.02
H -3.8944 -1.0790 -3.1472 -0.02 0.03 0.01
H -5.1745 -0.8678 -0.2926 -0.01 0.00 -0.01
H -6.0543 0.1983 -1.3943 0.01 0.00 0.00
H -5.5069 0.7985 0.1778 -0.02 -0.01 -0.02
H -3.0259 2.8528 -2.5780 -0.01 -0.01 0.00
H -4.6319 2.9769 -1.8572 0.02 0.01 -0.01
H -4.4072 2.0642 -3.3485 0.00 0.01 0.02
Cl -3.0148 -2.7748 0.2976 -0.03 -0.01 0.06
C -3.2801 -1.8462 1.7945 0.02 0.00 -0.05
Cl -4.8680 -2.2009 2.5011 0.01 0.00 0.01
H -3.2461 -0.7948 1.5253 0.00 -0.02 0.01
H -2.4935 -2.1133 2.4888 0.02 0.00 0.00
```
Forces are in eV/Å.

E_tot = -87661.6192 eV
LUMO = 0.019 Eh
Max |F| = 0.36 eV/A
2S+1 = 1
Charge = -1
HOMO level = -4.2277 eV
Frontier orbital gap = 0.1745 hartree



Computed energy above the lowest of the compared OMol25 structures with the same formula, charge and spin, in the same sequence as the records: 0.000, 3.566, 1.053, 1.255, 2.277, 0.310 eV.